Formula: C4H3ClFNO
Source: OMol25
Level of theory: ωB97M-V/def2-TZVPD

Geometry as ORCA input:
```
! wB97M-V def2-TZVPD RIJCOSX def2/J DEFGRID3
* xyz 0 1
F 2.1783 1.2721 -0.1875
C 0.8241 1.5098 0.2172
Cl 0.2637 2.8759 -0.6726
C 0.0782 0.3385 0.0222
N 0.5818 -0.5142 -0.7466
C -0.3423 -1.5890 -0.6395
C -1.2637 -1.2760 0.3593
O -1.0551 0.0028 0.6333
H 0.8372 1.6701 1.3279
H -0.2514 -2.4248 -1.3675
H -1.8508 -1.8653 1.0538
*
```

## Properties
HOMO-LUMO gap   10.40 eV
Energy relative to the best compared isomer or geometry (same formula, charge and spin)   113.0 kJ/mol
Lowest unoccupied orbital energy   0.7845 eV